Density functional theory data (ωB97M-V/def2-TZVPD) for C18H43O3P2Zr as an isolated structure.

CARTESIAN COORDINATES (ANGSTROEM)
C 6.473 0.061 1.166
C 5.428 -0.069 -0.043
P 3.904 -0.852 0.652
C 4.283 -2.692 0.739
P 2.119 -0.600 -0.726
C 1.095 0.384 0.554
C 0.860 -0.364 1.901
C -0.237 0.421 2.749
C -1.718 0.129 2.230
C -2.522 1.447 2.490
C -3.854 1.679 1.667
C -4.235 0.612 0.591
C -3.396 0.909 -0.721
C -3.010 -0.433 -1.470
C -4.280 -1.291 -1.813
C -4.047 -2.843 -1.848
O -3.134 -3.344 -0.915
C -3.563 -3.094 0.458
O 2.767 0.878 -1.330
C 1.902 1.546 -2.252
C 2.222 3.100 -2.332
C 3.372 3.549 -1.381
O 1.032 3.806 -1.904
H 6.035 0.684 1.975
H 7.438 0.470 0.812
H 6.608 -0.960 1.583
H 5.910 -0.652 -0.857
H 5.205 0.969 -0.372
H 3.976 -3.127 1.714
H 5.362 -2.898 0.596
H 3.735 -3.251 -0.051
H 2.985 -1.300 -1.677
H 1.636 -1.864 -0.186
H 1.073 -0.676 -1.716
H 1.504 1.407 0.716
H 0.092 0.552 0.086
H 1.772 -0.374 2.545
H 0.534 -1.421 1.775
H -0.015 1.495 2.555
H -0.114 0.188 3.820
H -1.613 -0.159 1.165
H -2.112 -0.672 2.886
H -1.888 2.357 2.405
H -2.829 1.416 3.560
H -3.733 2.655 1.143
H -4.694 1.825 2.377
H -5.297 0.759 0.280
H -4.122 -0.440 0.920
H -3.929 1.605 -1.401
H -2.421 1.380 -0.454
H -2.202 -0.980 -0.944
H -2.572 -0.110 -2.444
H -4.604 -1.006 -2.842
H -5.152 -1.097 -1.155
H -5.080 -3.328 -1.559
H -3.713 -3.192 -2.886
H -4.573 -2.639 0.530
H -2.866 -2.404 0.981
H -3.590 -4.088 0.957
H 0.821 1.473 -2.010
H 2.137 1.142 -3.266
H 2.377 3.429 -3.378
H 4.385 3.465 -1.831
H 3.321 3.087 -0.371
H 3.221 4.640 -1.212
H 0.914 3.506 -0.997
Zr -5.386 -4.804 -2.233

Atomic forces in eV per Å
-1.0237 -0.8663 0.2204
0.6026 0.4911 0.5493
2.8644 -1.3049 -0.6366
0.2778 0.0990 0.0459
-3.6031 1.9850 -1.0039
-1.1456 -0.1104 1.0782
-0.1500 0.4793 0.6254
0.1448 -0.3751 -1.3328
1.4745 1.3110 1.1946
-0.9719 -0.3334 0.1532
-0.0822 0.0988 0.1286
0.2283 1.3202 -0.9373
0.4262 -1.4621 0.5130
-0.1797 1.0172 -0.7848
-0.1771 -0.3621 -0.7335
1.1942 1.7140 0.1954
-1.6094 -0.5246 -0.7336
-0.0928 -0.2380 1.1570
-0.4495 -0.9454 0.1401
1.1944 1.1905 -1.3508
-0.2951 0.0358 1.1520
0.0688 0.8445 -0.3867
0.3468 -0.5979 -0.3108
0.4957 -0.1859 -0.5304
-0.6942 -0.2215 0.1414
0.3865 0.6907 -0.1246
-0.5333 0.2446 0.4614
-0.2186 -0.8361 -0.0320
0.0404 0.4729 -0.4875
-0.5568 0.3081 0.0526
0.1980 0.5426 0.4520
0.9598 0.0235 0.7995
0.4268 0.0809 0.0956
0.3475 -0.3020 -0.1226
0.1545 -0.8712 -0.1263
0.7334 -0.2495 0.1174
-0.4349 -0.0429 -0.6346
0.1960 0.5964 -0.1583
-0.1896 -0.6308 0.5479
-0.1323 0.2171 -0.5186
-0.4743 0.0270 0.4790
-0.0076 0.1331 -0.8259
-0.2650 -0.7711 -0.1680
0.3693 0.0648 -0.6510
-0.3054 -0.6630 0.2277
0.4622 -0.1845 -0.4305
0.5487 -0.1770 0.5777
0.1169 0.6460 0.0339
0.2829 -0.4681 0.4458
-0.7067 -0.1772 -0.1690
-0.7187 0.1432 -0.0288
-0.1474 -0.4699 0.6015
0.0255 -0.2008 0.7165
0.6361 0.0224 -0.1179
0.3000 3.3135 1.5479
-0.2292 -0.1466 0.6021
0.5261 -0.2390 -0.3385
-0.2558 -0.5589 -0.5240
0.2287 0.7556 -0.1800
0.5778 -0.2350 -0.0622
-0.5919 -0.0195 0.6139
0.0622 -0.3205 0.6649
-0.6319 -0.3311 0.3912
0.0774 0.0105 -0.7881
0.0969 -0.6967 -0.2425
-0.2564 0.3679 0.1999
0.0575 -3.1281 -1.4506

## Properties
DFT total energy	-45323.069	eV
orbital gap	3.4	eV
M	460.7	g mol⁻¹
charge	+3
largest force on an atom	0.08235	Eh/bohr

---

Density functional theory data (ωB97M-V/def2-TZVPD) for C61H57CaF4N6Sb as an isolated structure.

CARTESIAN COORDINATES (ANGSTROEM)
Ca 0.926 -0.996 -1.415
C 2.813 -1.859 1.718
N 2.222 -0.847 0.850
C 1.006 -0.340 1.473
C 3.217 0.221 0.632
C 2.833 1.299 -0.375
N 2.413 0.681 -1.614
C 2.696 1.140 -2.841
C 2.067 0.509 -3.948
F 1.172 -0.507 -3.682
C 2.238 0.870 -5.259
F 1.581 0.190 -6.202
C 3.064 1.924 -5.612
C 3.685 2.578 -4.567
F 4.489 3.613 -4.833
C 3.523 2.217 -3.244
F 4.182 2.947 -2.321
H 3.153 -1.413 2.665
H 3.656 -2.336 1.220
H 2.075 -2.625 1.947
H 1.203 0.171 2.428
H 0.315 -1.162 1.668
H 0.504 0.386 0.830
H 4.122 -0.277 0.276
H 3.455 0.690 1.602
H 3.685 1.970 -0.480
H 2.026 1.926 0.046
H 3.219 2.212 -6.639
C 0.045 2.957 -2.319
C -1.189 2.316 -1.766
C -2.296 3.313 -1.478
C -3.862 2.275 -0.498
C -3.414 0.846 -0.515
C -2.363 0.334 -1.178
N -1.221 1.039 -1.664
C -2.408 -1.112 -1.551
C -3.617 -1.644 -1.931
C -3.650 -3.004 -2.296
C -2.506 -3.731 -2.311
C -1.255 -3.126 -1.943
N -1.260 -1.817 -1.535
C -0.090 -3.910 -2.032
C -0.108 -5.299 -2.376
C 0.948 -5.844 -3.029
C 1.987 -4.956 -3.473
C 2.098 -3.710 -2.984
C 3.164 -2.731 -3.360
N 1.230 -3.343 -1.871
H 0.534 3.565 -1.553
H -0.230 3.638 -3.127
H 0.736 2.213 -2.692
H -2.002 4.286 -1.866
H -4.859 2.367 -0.068
H -4.128 0.125 -0.137
H -4.496 -1.023 -1.997
H -4.583 -3.459 -2.605
H -2.519 -4.754 -2.649
H -0.952 -5.921 -2.101
H 0.982 -6.893 -3.284
H 2.688 -5.275 -4.235
H 4.097 -3.253 -3.577
H 3.379 -2.037 -2.540
H 2.905 -2.137 -4.238
N 2.083 -3.769 -0.762
C 1.693 -4.548 0.173
C 0.322 -4.912 0.636
C -0.020 -6.252 0.804
C -1.275 -6.598 1.276
C -2.193 -5.612 1.608
C -1.850 -4.275 1.471
C -0.595 -3.933 0.994
C 2.813 -5.107 0.993
C 2.659 -5.378 2.351
C 3.726 -5.861 3.094
C 4.950 -6.090 2.484
C 5.106 -5.835 1.129
C 4.045 -5.344 0.386
H 0.697 -7.019 0.539
H -1.539 -7.642 1.385
H -3.174 -5.885 1.976
H -2.560 -3.497 1.719
H -0.344 -2.886 0.866
H 1.704 -5.203 2.831
H 3.598 -6.058 4.150
H 5.780 -6.474 3.064
H 6.056 -6.025 0.648
H 4.148 -5.140 -0.671
C -3.364 5.235 1.707
C -3.526 4.648 0.332
C -4.359 5.311 -0.490
C -4.856 4.970 -1.813
C -4.580 3.845 -2.468
C -3.669 2.793 -1.960
C -2.824 3.332 0.004
Sb -1.320 2.540 1.384
C -2.087 2.782 3.371
C -1.524 3.697 4.254
C -1.927 3.761 5.578
C -2.908 2.897 6.037
C -3.476 1.982 5.168
C -3.075 1.908 3.837
C -3.727 0.912 2.921
C 0.062 4.181 1.352
C -0.147 5.283 0.522
C 0.815 6.267 0.363
C 2.017 6.163 1.044
C 2.235 5.085 1.881
C 1.276 4.087 2.046
C 1.599 2.955 2.984
H -3.834 6.218 1.750
H -2.324 5.344 2.005
H -3.839 4.604 2.461
H -4.769 6.233 -0.092
H -5.526 5.689 -2.267
H -5.026 3.679 -3.442
H -3.606 1.981 -2.684
H -0.771 4.393 3.899
H -1.480 4.487 6.245
H -3.233 2.938 7.069
H -4.249 1.311 5.523
H -4.512 0.358 3.436
H -3.004 0.189 2.530
H -4.184 1.404 2.060
H -1.085 5.398 -0.002
H 0.625 7.109 -0.290
H 2.781 6.920 0.925
H 3.173 5.004 2.418
H 1.600 3.293 4.022
H 2.589 2.546 2.769
H 0.884 2.134 2.923

Atomic forces in eV per Å
-0.1980 -0.0294 0.4121
0.0013 -0.0828 -0.0135
-0.1136 0.2014 -0.1465
0.0766 0.1676 0.0686
0.1350 -0.0374 0.1172
0.0142 0.1391 -0.0695
0.1234 0.0998 -0.2195
0.2306 0.0688 0.0265
0.0997 0.1376 -0.0509
0.0956 0.1577 -0.0463
0.1780 0.1976 0.1101
-0.1244 -0.1249 -0.1767
-0.0885 -0.1309 -0.0212
-0.0717 -0.1090 0.1166
0.1314 0.1575 -0.0488
-0.1330 -0.1537 -0.1724
0.1084 0.1210 0.1636
0.0037 -0.0049 -0.0251
-0.0045 -0.0173 0.0061
0.0125 0.0051 0.0044
0.0001 -0.1220 -0.0762
0.0123 0.0383 0.0229
0.0021 0.0321 -0.0187
-0.0143 0.0290 -0.0178
0.0200 -0.0030 -0.0579
0.0864 -0.0538 0.0907
-0.0513 -0.0428 -0.0086
-0.0049 0.0036 -0.0132
0.0080 -0.0308 -0.0225
0.1781 0.1616 -0.2136
0.1707 0.0229 -0.0093
-0.0822 -0.0501 0.0491
0.0662 -0.1507 -0.0585
-0.0941 0.1295 -0.0541
-0.2509 -0.3046 0.2297
-0.0142 0.0852 0.1387
0.0245 -0.0434 0.0132
-0.0533 0.0263 0.0145
0.0782 0.0715 0.0983
-0.2061 -0.2974 -0.1795
0.1219 -0.3935 -0.0186
0.0091 -0.1397 -0.0486
0.0365 -0.0203 -0.0315
-0.0435 0.0341 0.0412
0.1066 0.0899 0.0077
0.0107 -0.0802 -0.1028
0.1553 0.0912 -0.0605
-0.0405 -0.0076 0.2085
0.0247 0.0267 0.0503
-0.0063 -0.0043 -0.0064
-0.0664 0.0609 0.0524
-0.0183 0.0233 0.0250
0.0270 0.0045 -0.0008
-0.0192 -0.0193 -0.0009
-0.0159 -0.0081 -0.0077
-0.0048 0.0043 0.0022
-0.0142 0.0046 -0.0209
-0.0067 0.0014 -0.0101
-0.0178 -0.0218 0.0014
0.0027 -0.0214 -0.0072
-0.0259 0.0117 -0.0443
-0.0193 -0.0386 0.0303
-0.0218 -0.0162 0.0056
-0.4806 -0.2607 -0.0910
0.1780 0.1499 0.1426
-0.0625 -0.0343 -0.1476
0.0069 0.0306 -0.0269
0.0148 -0.0425 0.0063
-0.0592 0.0370 0.0333
-0.0087 -0.0299 0.0090
0.0438 0.0742 -0.0282
0.0011 0.0618 -0.0093
0.0288 -0.0076 -0.0315
-0.0191 0.0075 0.0017
0.0243 -0.0208 0.0771
0.0280 0.0012 -0.0649
-0.0069 -0.0243 0.0746
0.0077 -0.0066 -0.0012
-0.0025 -0.0046 -0.0009
-0.0047 -0.0005 -0.0024
-0.0136 -0.0003 0.0125
-0.0031 -0.0631 -0.0355
-0.0249 -0.0019 0.0029
0.0106 -0.0033 0.0049
0.0070 -0.0021 -0.0018
0.0019 0.0002 0.0030
0.0058 -0.0002 -0.0260
-0.0279 -0.0029 0.1066
0.0117 0.0339 -0.0104
0.0229 0.0640 0.0772
0.0301 -0.1057 -0.0896
-0.1347 0.1694 -0.0160
-0.0437 -0.1833 -0.0436
-0.0899 0.1888 -0.0788
0.0257 -0.0963 0.0272
-0.0835 0.0558 0.0692
0.0762 0.1150 -0.0843
0.0044 0.0080 0.0843
0.0161 0.0417 0.0424
-0.0237 -0.0352 -0.0397
-0.0503 0.0329 0.0181
-0.0314 -0.1304 -0.0414
0.0327 0.0850 0.0547
-0.0332 0.0324 0.0252
-0.0109 0.0498 -0.0458
0.0458 0.0518 -0.0026
0.0130 -0.0203 0.0099
-0.0081 -0.0403 -0.0514
-0.0116 -0.0906 0.0757
0.0149 -0.0302 0.0375
0.1074 -0.0191 0.0111
0.0022 -0.0529 0.0146
-0.0037 -0.0124 0.0058
-0.0056 0.0070 -0.0199
0.0091 -0.0068 -0.0089
0.0041 0.0187 0.0120
0.0098 -0.0079 -0.0017
0.0048 0.0051 0.0082
-0.0024 0.0024 0.0105
-0.0023 -0.0060 0.0003
0.0151 -0.0085 0.0018
-0.0059 0.0228 0.0000
-0.0177 0.0334 -0.0093
-0.0788 -0.0295 -0.0965
-0.0061 -0.0031 -0.0035
0.0043 0.0075 -0.0031
0.0158 -0.0069 0.0100
0.0033 0.0307 0.0081
-0.0159 0.0239 0.0148
0.0189 0.1029 -0.0057

## Properties
DFT total energy	-108966.471	eV
orbital gap	6.1	eV
ΔE to the lowest compared entry with this formula, charge and spin	319.42	kJ/mol
M	1112.0	g mol⁻¹
largest force on an atom	0.01078	Eh/bohr

---

Density functional theory data (ωB97M-V/def2-TZVPD) for an isolated molecule of CH3ClN2O2.

CARTESIAN COORDINATES (ANGSTROEM)
C -0.991 -0.588 0.147
N 1.389 0.798 0.693
N -0.128 -1.345 0.892
O 0.605 -2.186 0.401
O -0.047 -1.049 2.148
Cl 1.062 0.700 2.217
H -1.414 0.288 0.683
H -1.072 -0.750 -0.959
H 2.080 0.159 0.508

Atomic forces in eV per Å
1.2623 0.6831 0.5788
-2.7931 2.7215 -0.1092
-1.7377 1.6609 -1.5463
0.8925 -1.2017 -0.2320
-0.9432 -0.4172 0.8468
0.5791 -0.1564 0.0636
0.0360 -1.0853 -0.5712
0.2095 -0.0311 1.5156
2.4945 -2.1739 -0.5461

## Properties
DFT total energy	-20674.743	eV
orbital gap (alpha / beta)	6.8 / 6.8	eV
ΔE to the lowest compared entry with this formula, charge and spin	600.34	kJ/mol
M	110.5	g mol⁻¹
largest force on an atom	0.07587	Eh/bohr

---

Density functional theory data (ωB97M-V/def2-TZVPD) for C38H31BrClNO3PTe4Ti as an isolated structure.

CARTESIAN COORDINATES (ANGSTROEM)
Ti -0.371 0.870 -0.442
C -3.851 1.343 3.796
C -2.575 0.700 3.340
C -1.700 0.074 4.222
C -0.526 -0.486 3.763
C -0.260 -0.395 2.408
Br 1.297 -1.162 1.686
N -1.058 0.219 1.549
C -2.204 0.750 2.010
H -4.249 0.845 4.680
H -4.606 1.309 3.011
H -3.682 2.392 4.047
H -1.949 0.018 5.276
H 0.166 -0.989 4.421
H -2.835 1.218 1.269
Cl -0.834 -3.371 0.053
C -1.181 -3.575 -1.642
C -2.102 -4.543 -2.010
C -2.379 -4.729 -3.353
C -1.727 -3.961 -4.308
C -0.809 -2.999 -3.922
C -0.522 -2.776 -2.573
P 0.594 -1.442 -2.012
C 1.106 -0.636 -3.568
C 2.366 -0.802 -4.135
C 2.717 -0.092 -5.277
C 1.814 0.780 -5.863
C 0.550 0.940 -5.310
C 0.200 0.241 -4.167
C 2.107 -2.327 -1.509
C 2.289 -3.698 -1.665
C 3.484 -4.291 -1.277
C 4.509 -3.520 -0.748
C 4.336 -2.150 -0.594
C 3.138 -1.559 -0.961
H -2.592 -5.129 -1.244
H -3.104 -5.475 -3.651
H -1.936 -4.107 -5.360
H -0.318 -2.401 -4.675
H 3.085 -1.478 -3.688
H 3.703 -0.224 -5.707
H 2.093 1.338 -6.748
H -0.161 1.620 -5.761
H -0.784 0.370 -3.730
H 1.502 -4.306 -2.090
H 3.615 -5.360 -1.396
H 5.442 -3.987 -0.457
H 5.134 -1.537 -0.193
H 2.997 -0.492 -0.824
O 3.020 1.410 0.789
C 3.329 2.360 -0.224
C 2.177 2.314 -1.249
O 2.077 3.152 -2.115
O 1.389 1.281 -1.156
C 4.623 1.925 -0.919
C 5.825 2.049 -0.221
C 7.005 1.553 -0.754
C 6.999 0.933 -1.996
C 5.811 0.817 -2.700
C 4.627 1.309 -2.166
C 3.446 3.773 0.351
C 3.861 4.823 -0.464
C 3.975 6.103 0.052
C 3.682 6.351 1.387
C 3.271 5.310 2.202
C 3.150 4.026 1.685
H 3.844 1.193 1.241
H 5.839 2.560 0.735
H 7.931 1.660 -0.203
H 7.921 0.549 -2.415
H 5.801 0.339 -3.672
H 3.707 1.210 -2.732
H 4.085 4.634 -1.506
H 4.294 6.913 -0.593
H 3.772 7.355 1.786
H 3.036 5.495 3.243
H 2.801 3.220 2.316
Te -0.615 3.497 0.571
Te -1.250 3.123 -2.026
Te -3.801 2.192 -1.759
Te -2.836 -0.334 -1.414

Atomic forces in eV per Å
0.4211 0.3735 -0.8536
-0.0367 0.0261 0.0019
-0.0338 0.0401 -0.0030
-0.0900 0.0282 0.1063
0.0413 -0.1058 -0.0534
-0.0335 -0.0069 0.1260
0.0789 0.0924 0.0625
0.0555 -0.0491 0.1914
0.0653 -0.2309 0.0985
0.0074 0.0039 -0.0140
0.0054 0.0071 0.0093
-0.0074 -0.0247 -0.0047
0.0178 -0.0009 -0.0201
-0.0048 -0.0071 -0.0126
-0.0582 0.0482 -0.0301
-0.0781 -0.0153 -0.0230
-0.0045 0.0131 0.0472
0.0672 0.0746 0.0674
-0.0189 -0.0137 -0.0933
-0.0427 -0.0457 -0.0003
0.0098 0.0263 0.1541
-0.0371 -0.1284 -0.1382
-0.0893 0.2689 0.1731
-0.0004 -0.0176 -0.0393
-0.0024 -0.0123 -0.0415
0.0055 -0.0213 0.0131
0.0047 0.0190 -0.0233
-0.0179 -0.0002 0.0066
0.0469 -0.0174 -0.0071
0.0685 -0.0313 0.0072
0.0121 0.0723 0.0255
-0.0222 -0.0125 -0.0160
0.0324 -0.0235 0.0111
0.0058 0.0206 0.0025
-0.0533 0.0248 -0.0214
0.0097 0.0075 -0.0312
0.0202 0.0171 -0.0005
-0.0068 -0.0064 0.0171
0.0350 0.0362 -0.0302
-0.0248 0.0049 0.0085
-0.0158 0.0034 0.0002
-0.0047 -0.0111 0.0155
0.0090 0.0010 -0.0017
-0.0319 0.0017 -0.0026
-0.0071 -0.0117 -0.0078
0.0007 0.0179 -0.0005
-0.0196 0.0156 -0.0030
-0.0080 -0.0090 -0.0061
0.0036 -0.0965 0.0018
0.0833 0.0244 0.0513
0.1071 0.1526 -0.0599
-0.1545 0.1752 -0.2235
0.0358 0.0843 0.0353
-0.4924 -0.5787 0.5145
-0.0193 -0.0478 0.0225
-0.0444 0.0009 -0.0723
0.0102 0.0116 0.0336
0.0483 -0.0208 0.0013
-0.0265 0.0034 -0.0324
0.0015 0.0259 0.0242
0.0317 -0.0677 0.0434
0.0425 -0.0018 -0.0047
0.0107 0.0233 -0.0262
0.0066 0.0503 -0.0270
-0.0116 -0.0072 0.0323
-0.0182 -0.0297 -0.1053
-0.0008 0.0093 0.0521
-0.0130 0.0149 0.0293
-0.0236 -0.0028 -0.0145
-0.0242 0.0081 -0.0002
-0.0141 0.0071 0.0160
0.0578 0.0078 0.0098
-0.0060 0.0023 0.0399
-0.0093 -0.0182 0.0173
-0.0005 -0.0372 -0.0048
-0.0012 -0.0119 -0.0258
0.0058 -0.0412 0.0122
-0.0138 -0.2495 -0.1547
-0.0509 0.0642 0.0898
0.1062 -0.0075 -0.0746
0.1034 0.1111 0.1326

## Properties
DFT total energy	-191688.167	eV
2S+1	2
orbital gap (alpha / beta)	6.4 / 6.5	eV
ΔE to the lowest compared entry with this formula, charge and spin	0.00	kJ/mol
M	1254.3	g mol⁻¹
largest force on an atom	0.01988	Eh/bohr

---

What is the largest force on an atom in the first record?
0.08235 Eh/bohr